No. 1
DFT (ωB97M-V/def2-TZVPD) results for a structure of composition C21H24ClNOsPSSe2Si in a non-equilibrium geometry.

Its net charge is +1. The calculation puts the total energy at -7251.97247 Ha. The HOMO-LUMO gap (spin up / spin down) is 6.5 / 6.3 eV.

Positions of all 53 atoms, in Å:
1 Os 0.68 -1.05 0.51
2 C 5.81 1.80 -3.42
3 Si 4.20 0.82 -3.23
4 C 4.51 -1.05 -3.47
5 C 2.80 1.52 -4.31
6 C 3.66 0.97 -1.40
7 C 4.42 1.64 -0.46
8 C 4.07 1.65 0.89
9 C 2.98 0.90 1.30
10 N 2.24 0.24 0.41
11 C 2.52 0.32 -0.91
12 S 1.27 -0.43 -1.85
13 H 6.16 1.74 -4.45
14 H 6.61 1.42 -2.79
15 H 5.68 2.86 -3.20
16 H 4.83 -1.26 -4.49
17 H 3.61 -1.63 -3.28
18 H 5.29 -1.41 -2.81
19 H 3.08 1.48 -5.36
20 H 2.60 2.56 -4.06
21 H 1.88 0.96 -4.19
22 H 5.31 2.16 -0.78
23 H 4.66 2.20 1.61
24 H 2.67 0.84 2.33
25 Se -1.40 -2.21 0.43
26 P -2.38 -0.37 1.28
27 Se -0.82 1.14 1.54
28 C -3.17 -0.87 2.84
29 C -2.90 -0.19 4.01
30 C -3.48 -0.61 5.20
31 C -4.33 -1.71 5.20
32 C -4.59 -2.39 4.02
33 C -4.00 -1.99 2.84
34 C -3.67 0.17 0.12
35 C -4.58 -0.76 -0.36
36 C -5.55 -0.36 -1.27
37 C -5.58 0.96 -1.71
38 C -4.66 1.88 -1.24
39 C -3.70 1.49 -0.32
40 H -2.23 0.67 4.00
41 H -3.26 -0.09 6.12
42 H -4.77 -2.04 6.13
43 H -5.24 -3.25 4.03
44 H -4.18 -2.55 1.94
45 H -4.54 -1.79 -0.05
46 H -6.26 -1.07 -1.65
47 H -6.31 1.26 -2.44
48 H -4.67 2.89 -1.60
49 H -2.97 2.20 0.05
50 Cl 2.80 -2.97 0.98
51 C 1.62 -2.16 2.04
52 H 2.19 -1.55 2.75
53 H 1.06 -2.94 2.57

=====

No. 2
DFT (ωB97M-V/def2-TZVPD) results for a structure of composition C4H9NOS in a non-equilibrium geometry.

Its net charge is 0. The calculation puts the total energy at -685.82192 Ha. The HOMO-LUMO gap is 9.1 eV.

Positions of all 16 atoms, in Å:
1 C -1.90 -1.13 -0.01
2 C -0.77 -0.11 -0.37
3 C -1.01 1.10 0.26
4 C 3.07 -0.26 -0.06
5 H -1.88 -1.56 1.12
6 H -2.99 -0.97 -0.32
7 H -1.54 -2.06 -0.56
8 H -0.72 0.28 -1.41
9 H -1.18 0.92 1.39
10 H -1.95 1.77 -0.27
11 H 1.06 1.51 0.55
12 H 3.66 -1.22 -0.21
13 H 3.65 0.69 -0.24
14 N 1.79 0.06 0.13
15 O 0.13 2.02 -0.10
16 S 0.57 -1.05 0.09

=====

No. 3
DFT (ωB97M-V/def2-TZVPD) results for a cluster of 3 separate species, C23H50Br4Cl2N6O3S in total in a non-equilibrium geometry.

Its net charge is 0. The structure (SMILES) is CCCON(S)[C@](CCCCl)(OCC)[C@@](CC(N)(N)N)(N=C(C)C)O[C@H](N)C[C@H](C)Cl.BrCCBr.BrCCBr. The calculation puts the total energy at -13075.07328 Ha. The HOMO-LUMO gap is 8.4 eV.

Positions of all 89 atoms, in Å:
1 C 0.65 -4.38 3.54
2 C 2.03 -4.47 2.87
3 C 2.24 -3.49 1.70
4 O 1.11 -2.68 1.42
5 N 0.61 -2.88 0.14
6 S -0.01 -4.40 -0.22
7 C 0.35 -1.69 -0.65
8 C 0.35 -1.94 -2.17
9 C 1.62 -2.37 -2.93
10 C 2.40 -3.60 -2.50
11 Cl 1.69 -5.08 -3.26
12 O 1.21 -0.68 -0.19
13 C 2.59 -0.77 -0.45
14 C 3.33 -0.10 0.71
15 C -1.09 -0.99 -0.33
16 C -1.07 0.44 -0.97
17 C -1.04 1.71 -0.05
18 N -1.01 2.84 -1.04
19 N -2.21 1.95 0.76
20 N 0.15 1.88 0.74
21 N -2.11 -1.92 -0.75
22 C -3.00 -1.78 -1.64
23 C -4.08 -0.72 -1.73
24 C -3.15 -2.83 -2.72
25 O -1.07 -0.79 1.10
26 C -1.97 -1.45 1.95
27 N -1.83 -2.88 2.04
28 C -3.46 -0.92 1.91
29 C -4.54 -1.99 1.93
30 C -5.91 -1.33 1.59
31 Cl -4.70 -2.59 3.63
32 H -0.10 -4.84 2.91
33 H 0.68 -4.88 4.50
34 H 0.38 -3.34 3.69
35 H 2.80 -4.31 3.62
36 H 2.16 -5.48 2.50
37 H 3.06 -2.82 1.97
38 H 2.59 -4.06 0.84
39 H -1.37 -4.32 -0.25
40 H -0.39 -2.70 -2.41
41 H 0.00 -1.07 -2.70
42 H 2.33 -1.54 -2.98
43 H 1.33 -2.54 -3.97
44 H 2.52 -3.73 -1.44
45 H 3.39 -3.55 -2.93
46 H 2.92 -1.81 -0.46
47 H 2.93 -0.30 -1.38
48 H 4.39 -0.32 0.65
49 H 3.19 0.98 0.63
50 H 2.96 -0.48 1.65
51 H -1.93 0.62 -1.63
52 H -0.23 0.56 -1.63
53 H -0.12 3.31 -0.91
54 H -1.01 2.49 -1.99
55 H -3.07 1.74 0.28
56 H -2.15 1.53 1.67
57 H 0.98 1.72 0.21
58 H 0.13 1.35 1.60
59 H -4.38 -0.58 -2.76
60 H -3.75 0.25 -1.36
61 H -4.96 -1.07 -1.20
62 H -4.20 -2.94 -2.99
63 H -2.87 -3.78 -2.26
64 H -2.52 -2.60 -3.57
65 H -1.65 -1.14 2.95
66 H -2.10 -3.23 2.94
67 H -2.28 -3.37 1.28
68 H -3.58 -0.26 1.06
69 H -3.64 -0.31 2.79
70 H -4.37 -2.80 1.25
71 H -6.46 -1.08 2.49
72 H -6.51 -2.01 0.99
73 H -5.75 -0.41 1.05
74 Br 1.83 5.83 -0.66
75 C 3.21 4.57 -0.12
76 C 3.92 3.98 -1.30
77 Br 2.83 2.62 -2.18
78 H 2.72 3.82 0.50
79 H 3.90 5.15 0.49
80 H 4.83 3.46 -0.98
81 H 4.17 4.72 -2.06
82 Br 4.05 8.67 1.31
83 C 3.41 10.20 0.28
84 C 2.67 9.76 -0.95
85 Br 3.90 9.16 -2.34
86 H 4.27 10.82 0.06
87 H 2.74 10.73 0.96
88 H 2.13 10.59 -1.39
89 H 1.99 8.94 -0.76

=====

No. 4
DFT (ωB97M-V/def2-TZVPD) results for a cluster of 8 separate species, C40H47BrClF2N10O6P2 in total in a non-equilibrium geometry.

Its net charge is +1. The calculation puts the total energy at -6467.74915 Ha. The HOMO-LUMO gap is 3.9 eV.

Positions of all 109 atoms, in Å:
1 O -2.96 -2.20 0.19
2 C -4.06 -1.81 0.04
3 F -4.50 -0.82 0.89
4 N -5.03 -2.29 -0.93
5 C -4.95 -3.76 -0.99
6 O -5.87 -4.39 -0.64
7 F -3.83 -4.36 -1.50
8 C -4.77 -1.79 -2.31
9 C -3.30 -1.57 -2.83
10 C -3.47 -0.29 -3.75
11 C -2.28 0.28 -4.51
12 C -2.36 0.33 -6.00
13 C -1.21 0.90 -6.70
14 C -0.09 1.36 -5.88
15 N 0.03 1.30 -4.52
16 C -1.05 0.76 -3.89
17 N -4.71 0.10 -3.71
18 Br -5.12 1.66 -4.70
19 C -5.74 -0.64 -2.92
20 C -6.73 -1.45 -3.85
21 P -8.02 -0.44 -4.74
22 O -7.52 -0.10 -6.11
23 O -9.35 -1.41 -4.99
24 O -8.56 0.86 -3.89
25 P -6.42 0.24 -1.36
26 O -6.79 1.84 -1.73
27 Cl -8.20 -0.81 -0.96
28 H -5.10 -2.67 -2.94
29 H -3.07 -2.42 -3.52
30 H -2.49 -1.25 -2.12
31 H -3.26 -0.04 -6.53
32 H -1.21 1.00 -7.82
33 H 0.77 1.82 -6.43
34 H -0.98 0.69 -2.77
35 H -7.29 -2.24 -3.27
36 H -6.16 -2.00 -4.66
37 H -9.06 -2.13 -5.59
38 H -8.11 1.68 -4.18
39 H -7.73 1.96 -1.47
40 N -1.07 -3.01 2.68
41 C -1.39 -3.09 4.01
42 C -0.24 -3.35 4.71
43 C 0.82 -3.43 3.77
44 C 0.28 -3.22 2.53
45 H -1.71 -2.83 1.94
46 H -2.40 -2.94 4.34
47 H -0.16 -3.47 5.78
48 H 1.86 -3.63 3.98
49 H 0.73 -3.19 1.55
50 N 0.34 1.05 4.43
51 C 1.38 1.79 4.93
52 C 2.53 1.07 4.76
53 C 2.17 -0.16 4.13
54 C 0.82 -0.14 3.94
55 H -0.63 1.33 4.43
56 H 1.20 2.76 5.36
57 H 3.52 1.38 5.06
58 H 2.84 -0.96 3.85
59 H 0.16 -0.86 3.49
60 N 2.66 4.31 -6.81
61 C 3.22 5.44 -7.34
62 C 2.74 6.52 -6.65
63 C 1.85 6.03 -5.66
64 C 1.82 4.66 -5.78
65 H 2.83 3.37 -7.13
66 H 3.92 5.37 -8.17
67 H 3.00 7.55 -6.84
68 H 1.30 6.61 -4.94
69 H 1.28 3.91 -5.23
70 N -0.60 -2.73 -6.70
71 C 0.45 -2.01 -6.17
72 C 1.59 -2.74 -6.36
73 C 1.23 -3.94 -7.02
74 C -0.13 -3.91 -7.22
75 H -1.56 -2.44 -6.69
76 H 0.28 -1.05 -5.72
77 H 2.58 -2.44 -6.06
78 H 1.89 -4.74 -7.32
79 H -0.79 -4.61 -7.68
80 N 5.01 1.65 7.66
81 C 6.05 2.39 8.16
82 C 7.20 1.67 7.99
83 C 6.85 0.45 7.36
84 C 5.49 0.47 7.16
85 H 4.04 1.93 7.65
86 H 5.87 3.36 8.59
87 H 8.19 1.98 8.28
88 H 7.51 -0.35 7.07
89 H 4.82 -0.26 6.72
90 N 10.00 -1.98 8.11
91 C 9.31 -1.67 9.25
92 C 9.06 -2.83 9.92
93 C 9.62 -3.89 9.16
94 C 10.19 -3.33 8.05
95 H 10.31 -1.32 7.42
96 H 9.06 -0.64 9.48
97 H 8.53 -2.92 10.86
98 H 9.60 -4.94 9.40
99 H 10.72 -3.78 7.22
100 N -1.16 3.11 2.43
101 C -2.28 3.00 1.65
102 C -2.70 4.27 1.34
103 C -1.80 5.17 1.96
104 C -0.86 4.43 2.62
105 H -0.64 2.33 2.81
106 H -2.68 2.03 1.38
107 H -3.56 4.52 0.74
108 H -1.83 6.25 1.92
109 H 0.00 4.72 3.21

=====

No. 5
DFT (ωB97M-V/def2-TZVPD) results for the molecule C7H9N in a non-equilibrium geometry.

Its net charge is 0. The structure (SMILES) is CNc1ccccc1. The calculation puts the total energy at -326.75606 Ha. The HOMO-LUMO gap is 9.0 eV.

Positions of all 17 atoms, in Å:
1 C -2.60 0.30 0.09
2 C -0.29 -0.41 -0.02
3 C 0.22 0.99 -0.05
4 C 1.52 1.23 -0.05
5 C 2.39 0.26 0.05
6 C 2.02 -1.16 0.08
7 C 0.70 -1.37 0.00
8 H -3.66 -0.25 0.29
9 H -2.45 1.13 1.02
10 H -2.43 0.91 -0.73
11 H -1.84 -1.26 -0.72
12 H -0.46 1.95 -0.07
13 H 1.95 2.39 -0.11
14 H 3.63 0.59 0.17
15 H 2.68 -1.96 0.05
16 H 0.25 -2.60 0.04
17 N -1.62 -0.75 -0.01

=====

No. 6
DFT (ωB97M-V/def2-TZVPD) results for a cluster of 2 separate species, C16H21F2IN3O5S in total in a non-equilibrium geometry.

Its net charge is +1. The calculation puts the total energy at -2057.64499 Ha. The HOMO-LUMO gap is 7.1 eV.

Positions of all 49 atoms, in Å:
1 C 2.63 -3.52 -1.21
2 C 1.04 -3.04 -1.34
3 C 0.66 -1.99 -0.11
4 I -0.23 -3.07 1.63
5 C -0.31 -0.73 -0.61
6 C 0.27 0.79 -0.54
7 C 1.82 1.17 -0.03
8 C 2.74 1.22 -1.38
9 C 3.97 0.13 -1.43
10 O 1.87 0.90 -2.56
11 N -0.60 1.91 -0.95
12 N -1.85 1.62 -1.40
13 C -2.61 0.35 -1.60
14 N -4.03 0.33 -2.17
15 C -5.00 0.88 -1.15
16 O -4.83 2.06 -0.48
17 F -6.20 0.02 -0.85
18 C -4.04 1.11 -3.47
19 O -4.55 2.37 -3.52
20 F -3.47 0.59 -4.75
21 C -1.81 -1.06 -1.17
22 S -2.57 -2.78 -1.33
23 H 3.31 -2.71 -0.69
24 H 3.11 -3.71 -2.27
25 H 2.75 -4.51 -0.60
26 H 0.37 -4.02 -1.32
27 H 0.96 -2.53 -2.41
28 H 1.71 -1.60 0.30
29 H 1.75 2.28 0.38
30 H 2.21 0.45 0.81
31 H 3.10 2.33 -1.55
32 H 4.31 -0.21 -0.36
33 H 3.66 -0.84 -2.04
34 H 4.83 0.63 -2.07
35 H 2.42 0.48 -3.29
36 H -2.42 2.48 -1.66
37 H -3.71 -2.81 -0.50
38 O 1.31 2.60 2.22
39 C 0.76 1.93 3.07
40 O 1.42 1.22 4.04
41 C 0.48 0.46 4.79
42 C -0.84 1.16 4.59
43 C -0.71 1.71 3.19
44 H 0.47 -0.57 4.40
45 H 0.77 0.44 5.84
46 H -1.70 0.49 4.72
47 H -0.94 1.98 5.30
48 H -1.03 0.98 2.43
49 H -1.26 2.65 3.08

=====

No. 7
DFT (ωB97M-V/def2-TZVPD) results for a cluster of 2 separate species, C4H8 in total in a non-equilibrium geometry.

Its net charge is 0. The structure (SMILES) is C=C.C=C. The calculation puts the total energy at -157.03768 Ha. The HOMO-LUMO gap is 10.1 eV.

Positions of all 12 atoms, in Å:
1 C 1.70 -0.47 0.16
2 C 1.26 0.71 -0.05
3 C -0.90 -0.31 -0.30
4 C -2.02 0.11 0.17
5 H 1.50 -0.75 1.29
6 H 2.17 -1.26 -0.54
7 H 1.18 1.36 0.77
8 H 1.23 1.17 -1.04
9 H -0.78 -1.41 -0.38
10 H -0.05 0.23 -0.67
11 H -2.96 -0.47 0.37
12 H -2.33 1.09 0.22